(1)
ORCA calculation (the ωB97M-V functional and the def2-TZVPD basis) on a 3-piece molecular cluster, C13H30BN4O3 overall.

Geometry as XYZ:
```
51
C13H30BN4O3 the ωB97M-V functional and the def2-TZVPD basis
C 1.508 2.743 4.957
N 0.993 2.678 3.557
C -0.435 3.123 3.476
B 1.125 1.286 3.052
O 0.343 0.255 3.702
C 2.041 0.796 1.804
C 3.011 1.812 1.083
N 4.393 1.228 1.111
C 4.366 0.094 2.019
N 5.471 -0.591 2.309
N 3.034 -0.106 2.454
H 2.617 3.005 5.005
H 0.979 3.512 5.588
H 1.418 1.745 5.510
H -0.588 3.950 2.708
H -1.131 2.280 3.146
H -0.844 3.507 4.453
H -0.223 -0.093 2.981
H 1.328 0.375 1.036
H 2.918 2.920 1.263
H 2.746 1.682 -0.020
H 5.148 1.886 1.342
H 5.655 -1.056 3.197
H 6.187 -0.626 1.575
H 2.749 -1.088 2.570
C -1.951 0.456 -1.567
C -3.109 -0.108 -0.770
C -2.411 -0.651 0.462
O -1.257 0.179 0.683
C -1.053 1.005 -0.475
H -2.247 1.212 -2.294
H -1.442 -0.351 -2.100
H -3.792 0.698 -0.488
H -3.680 -0.868 -1.304
H -2.062 -1.676 0.303
H -3.050 -0.634 1.348
H -1.333 2.030 -0.209
H 0.004 0.994 -0.754
C -1.176 -3.298 -5.138
C -2.630 -3.557 -5.474
C -3.344 -2.916 -4.299
O -2.522 -1.824 -3.860
C -1.241 -1.924 -4.498
H -0.512 -3.334 -6.002
H -0.827 -4.035 -4.407
H -2.894 -3.039 -6.400
H -2.872 -4.614 -5.594
H -3.445 -3.618 -3.464
H -4.336 -2.545 -4.563
H -1.179 -1.132 -5.252
H -0.450 -1.766 -3.761
```

Energy (a.u.): -982.69321
Frontier orbital gap (eV): 8.1
Charge: +1
LUMO energy (eV): -3.23
HOMO level (eV): -11.363

Taken from the natural (NBO) analysis, the atomic charges in e are: C -0.423; N -0.801; C -0.419; B 1.240; O -0.937; C -0.433; C -0.244; N -0.577; C 0.696; N -0.781; N -0.556; H 0.195; H 0.224; H 0.190; H 0.204; H 0.198; H 0.214; H 0.513; H 0.263; H 0.259; H 0.213; H 0.419; H 0.449; H 0.445; H 0.436; C -0.419; C -0.435; C -0.069; O -0.583; C -0.071; H 0.229; H 0.215; H 0.205; H 0.240; H 0.170; H 0.191; H 0.173; H 0.164; C -0.431; C -0.432; C -0.068; O -0.552; C -0.067; H 0.224; H 0.200; H 0.207; H 0.225; H 0.165; H 0.190; H 0.171; H 0.172

***

(2)
ORCA calculation (the ωB97M-V functional and the def2-TZVPD basis) on C13H30BaO11 as an isolated structure.

Geometry as XYZ:
```
55
C13H30BaO11 the ωB97M-V functional and the def2-TZVPD basis
Ba 0.819 0.046 0.497
C -5.214 2.662 -4.540
C -5.721 2.340 -5.863
C -4.742 1.477 -6.801
O -5.100 1.083 -7.912
C -3.426 1.168 -6.271
C -3.048 1.515 -5.039
C -4.002 2.240 -4.075
O -3.702 2.561 -2.867
O -1.905 1.023 -4.661
O -6.819 2.749 -6.277
H -5.858 3.235 -3.889
H -2.823 0.586 -6.953
C -1.299 3.776 4.613
O -0.008 3.651 3.978
H -1.350 3.138 5.495
H -1.353 4.808 4.959
H -2.132 3.400 4.019
H 0.587 4.047 4.620
C 1.180 -5.991 1.052
O 1.937 -4.865 1.206
H 1.729 -6.887 1.344
H 0.234 -6.013 1.593
H 0.869 -6.171 0.023
H 2.830 -5.145 1.420
C -4.570 -2.387 -0.017
O -3.239 -2.660 -0.384
H -5.134 -1.913 -0.820
H -4.963 -3.378 0.206
H -4.546 -1.724 0.848
H -3.266 -3.458 -0.917
C 2.767 5.724 -0.399
O 3.185 4.350 -0.585
H 3.071 6.402 -1.196
H 1.703 5.932 -0.281
H 3.234 6.072 0.523
H 4.081 4.522 -0.882
C 4.108 -2.772 -3.554
O 4.297 -1.630 -2.687
H 4.076 -2.384 -4.572
H 5.014 -3.366 -3.432
H 3.219 -3.370 -3.354
H 5.219 -1.402 -2.827
C 6.200 0.452 2.887
O 4.875 0.074 3.184
H 6.669 0.938 3.743
H 6.858 -0.375 2.622
H 6.252 1.107 2.018
H 4.771 -0.070 4.128
C -0.694 -2.756 6.175
O -1.102 -1.866 5.113
H -0.553 -2.131 7.056
H -1.459 -3.489 6.432
H 0.216 -3.276 5.877
H -1.971 -1.599 5.422
```

Energy (a.u.): -1366.02082
Frontier orbital gap (eV): 1.8
LUMO energy (eV): -2.96
HOMO level (eV): -4.805

Taken from the natural (NBO) analysis, the atomic charges in e are: Ba 0.989; C -0.308; C 0.402; C 0.411; O -0.550; C -0.299; C 0.336; C 0.347; O -0.608; O -0.615; O -0.554; H 0.220; H 0.223; C -0.257; O -0.729; H 0.158; H 0.173; H 0.193; H 0.463; C -0.244; O -0.721; H 0.163; H 0.169; H 0.159; H 0.474; C -0.243; O -0.734; H 0.177; H 0.161; H 0.176; H 0.465; C -0.268; O -0.722; H 0.171; H 0.193; H 0.161; H 0.464; C -0.253; O -0.736; H 0.174; H 0.164; H 0.188; H 0.464; C -0.247; O -0.734; H 0.169; H 0.162; H 0.178; H 0.474; C -0.255; O -0.724; H 0.165; H 0.168; H 0.185; H 0.462

***

(3)
ORCA calculation (the ωB97M-V functional and the def2-TZVPD basis) on C13H30CaCrF9O17S3 as an isolated structure.

Geometry as XYZ:
```
74
C13H30CaCrF9O17S3 the ωB97M-V functional and the def2-TZVPD basis
Ca -12.280 25.882 -18.430
Cr -15.543 22.754 -21.241
C -16.094 23.231 -16.854
F -15.298 22.173 -16.817
F -17.360 22.851 -16.972
F -15.900 24.004 -15.728
S -15.668 24.510 -18.176
O -16.646 25.548 -17.889
O -14.252 24.840 -17.900
O -15.718 23.855 -19.485
C -14.341 26.852 -22.923
F -13.661 27.078 -24.033
F -14.361 28.032 -22.246
F -15.593 26.534 -23.134
S -13.501 25.418 -21.959
O -12.258 25.214 -22.679
O -13.385 25.793 -20.486
O -14.276 24.208 -22.076
C -11.479 21.181 -19.267
F -12.160 21.069 -18.119
F -10.165 21.264 -19.135
F -11.658 20.058 -19.961
S -12.281 22.714 -20.130
O -13.712 22.381 -20.449
O -12.129 23.822 -19.234
O -11.374 22.872 -21.352
C -18.796 25.505 -15.303
C -18.376 25.153 -13.851
O -19.424 24.308 -13.494
O -17.828 26.565 -15.622
H -19.797 25.936 -15.328
H -18.945 24.737 -16.062
H -18.404 26.007 -13.174
H -17.469 24.579 -13.665
H -19.868 24.850 -12.838
H -17.513 26.266 -16.479
C -18.404 21.589 -20.643
C -17.346 20.601 -20.194
O -16.165 20.790 -20.840
O -17.930 22.965 -20.594
H -19.288 21.418 -20.029
H -18.819 21.480 -21.645
H -17.659 19.571 -20.366
H -17.079 20.587 -19.138
H -15.865 19.991 -21.279
H -18.686 23.556 -20.600
C -13.085 29.198 -18.635
C -14.390 28.728 -18.005
O -14.071 27.581 -17.203
O -12.228 28.241 -19.186
H -12.554 29.886 -17.977
H -13.333 29.974 -19.359
H -15.137 28.426 -18.740
H -14.819 29.447 -17.307
H -14.637 27.609 -16.428
H -11.618 28.768 -19.708
C -20.601 21.695 -16.169
C -21.645 20.547 -16.271
O -21.495 19.937 -17.521
H -19.572 21.339 -16.122
H -20.818 22.470 -15.433
H -20.537 22.209 -17.128
H -22.679 20.863 -16.131
H -21.468 19.813 -15.485
H -21.451 20.646 -18.167
C -17.214 27.922 -20.508
C -18.005 28.572 -19.446
O -18.496 27.510 -18.597
H -16.286 27.424 -20.228
H -16.957 28.716 -21.211
H -17.852 27.143 -20.924
H -18.818 29.126 -19.916
H -17.449 29.305 -18.862
H -17.660 27.194 -18.245
```

Energy (a.u.): -5607.81329
Frontier orbital gap (alpha / beta) (eV): 3.4 / 8.2
<S²>: 8.753
Multiplicity: 6
LUMO energy (alpha / beta) (eV): -1.22 / -1.24
HOMO level (alpha / beta) (eV): -4.655 / -9.482

Taken from the Mulliken analysis, the atomic charges in e are: Ca 1.570; Cr 0.122; C 0.096; F -0.149; F -0.087; F -0.208; S 0.204; O -0.173; O -0.322; O 0.240; C 0.496; F -0.194; F -0.235; F -0.207; S 0.675; O -0.566; O -0.185; O -0.703; C 0.411; F -0.188; F -0.190; F -0.206; S 0.772; O -0.221; O -0.727; O -0.630; C 0.113; C -0.458; O -0.487; O -0.609; H 0.447; H -0.043; H 0.396; H 0.068; H 0.307; H 0.335; C -0.382; C -0.417; O -0.240; O -0.161; H 0.181; H 0.397; H 0.471; H 0.206; H 0.193; H 0.166; C -0.734; C 0.145; O -0.511; O -0.394; H 0.458; H 0.427; H -0.331; H 0.638; H 0.223; H 0.217; C -0.821; C -0.303; O -0.510; H 0.254; H 0.326; H 0.191; H 0.266; H 0.303; H 0.278; C -0.402; C -0.425; O -0.447; H -0.232; H 0.336; H 0.326; H 0.363; H 0.241; H 0.242